# 1
This record from OMol25 describes C4H8ClN in the gas phase in a non-equilibrium geometry. The level of theory is ωB97M-V/def2-TZVPD.

Values from the calculation:
multiplicity = 1
HOMO level (spin up / spin down) = -6.73 / -6.52 eV
frontier orbital gap (spin up / spin down) = 7.627 / 7.427 eV
total energy = -672.0319 a.u.

Element x y z (Å)
C1 -0.046 0.943 0.939
C2 -0.104 -0.508 1.016
C3 0.899 0.950 -0.212
C4 -0.871 -1.245 -0.011
N1 0.387 0.818 -1.473
Cl1 2.543 0.828 0.088
H1 -1.040 1.421 0.747
H2 0.416 1.411 1.728
H3 0.780 -0.868 1.398
H4 -0.403 -1.464 -0.980
H5 -1.892 -0.867 -0.126
H6 -1.102 -2.342 0.460
H7 -0.525 0.571 -1.364
H8 0.958 0.353 -2.210

Löwdin atomic charge list, values in e, 2 entries: atom 1 (C): -0.286, atom 2 (C): -0.212



# 2
This record from OMol25 describes 2 unconnected molecules or ions with the total composition C2H7IN in a non-equilibrium geometry. The level of theory is ωB97M-V/def2-TZVPD.

Values from the calculation:
multiplicity = 1
HOMO level = -13.15 eV
frontier orbital gap = 7.766 eV
net charge = +1
total energy = -432.5285 a.u.

Element x y z (Å)
C1 -0.013 -0.143 0.872
C2 -1.841 -0.559 -0.836
N1 -0.657 -0.330 -0.442
I1 3.653 0.722 -0.255
H1 0.212 -1.038 1.318
H2 0.779 0.490 0.519
H3 -0.724 0.240 1.565
H4 -1.895 -0.787 -1.843
H5 -2.834 -0.455 -0.204
H6 5.067 1.054 -0.925
H7 -0.059 -0.548 -1.229

Löwdin atomic charge list, values in e, 2 entries: atom 1 (C): 0.033, atom 2 (C): 0.185



# 3
This record from OMol25 describes 14 unconnected molecules or ions with the total composition C56H154N14O14 in a non-equilibrium geometry. The level of theory is ωB97M-V/def2-TZVPD.

Values from the calculation:
multiplicity = 1
HOMO level = -8.83 eV
frontier orbital gap = 9.348 eV
total energy = -4045.5373 a.u.

Element x y z (Å)
C1 -2.569 0.557 5.148
C2 -1.866 1.784 4.624
C3 -2.756 2.990 4.540
O1 -3.068 3.369 5.855
C4 -3.991 4.492 6.029
N1 -0.667 2.053 5.386
H1 -2.716 0.686 6.220
H2 -1.921 -0.318 5.104
H3 -3.581 0.316 4.823
H4 -1.574 1.759 3.575
H5 -3.624 2.638 3.982
H6 -2.333 3.841 4.005
H7 -3.653 5.410 5.548
H8 -4.165 4.605 7.100
H9 -4.959 4.202 5.620
H10 -0.823 3.013 5.658
H11 -0.846 1.566 6.253
C5 -4.043 -6.652 2.265
C6 -3.328 -6.406 0.937
C7 -1.770 -6.219 1.119
O2 -1.111 -5.985 -0.105
C8 -1.571 -4.844 -0.827
N2 -3.547 -7.538 0.056
H12 -3.537 -7.480 2.763
H13 -5.114 -6.838 2.185
H14 -3.932 -5.749 2.864
H15 -3.815 -5.503 0.566
H16 -1.449 -7.133 1.618
H17 -1.507 -5.389 1.775
H18 -1.790 -4.037 -0.128
H19 -2.488 -5.101 -1.356
H20 -0.972 -4.470 -1.658
H21 -3.177 -8.328 0.565
H22 -2.869 -7.435 -0.686
C9 8.450 -4.993 -0.423
C10 7.072 -5.327 -0.891
C11 5.990 -5.135 0.259
O3 4.661 -5.277 -0.255
C12 3.555 -4.772 0.527
N3 6.842 -4.438 -2.085
H23 8.612 -5.426 0.564
H24 8.446 -3.915 -0.267
H25 9.273 -5.271 -1.082
H26 6.933 -6.369 -1.181
H27 6.184 -4.126 0.623
H28 6.078 -5.819 1.102
H29 3.408 -5.234 1.503
H30 2.661 -4.955 -0.069
H31 3.529 -3.690 0.660
H32 5.877 -4.569 -2.351
H33 6.934 -3.497 -1.729
C13 -0.962 1.491 -4.861
C14 0.218 0.856 -5.589
C15 -0.022 -0.618 -5.985
O4 -0.263 -1.306 -4.728
C16 -0.392 -2.750 -4.710
N4 0.494 1.604 -6.771
H34 -1.895 1.374 -5.412
H35 -0.765 2.558 -4.762
H36 -1.218 1.072 -3.887
H37 1.120 0.893 -4.979
H38 0.796 -1.003 -6.594
H39 -0.917 -0.721 -6.599
H40 0.593 -3.092 -5.027
H41 -1.177 -2.980 -5.429
H42 -0.740 -3.066 -3.726
H43 0.432 2.606 -6.661
H44 -0.173 1.479 -7.518
C17 0.250 6.191 -3.717
C18 1.726 5.891 -3.950
C19 2.071 4.366 -3.636
O5 1.838 4.019 -2.305
C20 2.275 2.752 -1.873
N5 2.070 6.268 -5.354
H45 0.068 6.134 -2.644
H46 -0.358 5.454 -4.241
H47 0.010 7.208 -4.028
H48 2.309 6.538 -3.294
H49 3.153 4.319 -3.765
H50 1.645 3.718 -4.401
H51 2.207 2.718 -0.786
H52 3.336 2.518 -1.960
H53 1.746 1.956 -2.396
H54 2.274 7.231 -5.577
H55 2.764 5.702 -5.820
C21 -5.091 4.059 -0.400
C22 -4.543 2.720 0.149
C23 -3.030 2.602 0.107
O6 -2.570 2.777 -1.245
C24 -1.210 3.220 -1.246
N6 -5.077 2.544 1.498
H56 -5.203 4.758 0.429
H57 -6.031 3.875 -0.920
H58 -4.411 4.606 -1.052
H59 -5.005 1.962 -0.484
H60 -2.675 1.647 0.496
H61 -2.641 3.423 0.709
H62 -1.122 4.305 -1.303
H63 -0.772 2.681 -2.086
H64 -0.655 2.876 -0.374
H65 -6.084 2.571 1.431
H66 -4.945 1.563 1.695
C25 4.567 0.439 6.950
C26 3.632 1.468 7.706
C27 2.542 2.142 6.804
O7 3.188 2.971 5.946
C28 2.343 3.348 4.842
N7 2.958 0.791 8.772
H67 5.144 -0.053 7.733
H68 5.238 0.913 6.234
H69 3.880 -0.250 6.459
H70 4.258 2.130 8.305
H71 1.920 2.794 7.418
H72 2.044 1.330 6.274
H73 2.929 3.906 4.112
H74 1.530 4.017 5.126
H75 1.953 2.525 4.244
H76 3.659 0.214 9.214
H77 2.254 0.146 8.442
C29 -6.026 -1.574 2.662
C30 -4.745 -1.022 2.094
C31 -3.603 -2.039 2.061
O8 -3.505 -2.543 3.402
C32 -2.244 -3.272 3.564
N8 -5.096 -0.502 0.760
H78 -6.752 -0.763 2.717
H79 -5.857 -1.920 3.681
H80 -6.366 -2.442 2.097
H81 -4.474 -0.171 2.718
H82 -2.734 -1.508 1.672
H83 -3.763 -2.885 1.393
H84 -2.375 -4.177 4.158
H85 -1.653 -2.551 4.129
H86 -1.584 -3.407 2.707
H87 -5.158 -1.190 0.024
H88 -6.015 -0.086 0.711
C33 -5.476 -4.507 -1.600
C34 -4.629 -3.351 -2.255
C35 -4.266 -3.690 -3.678
O9 -3.355 -4.806 -3.721
C36 -3.100 -5.250 -4.986
N9 -5.442 -2.131 -2.051
H89 -4.997 -5.476 -1.742
H90 -6.479 -4.505 -2.025
H91 -5.574 -4.335 -0.528
H92 -3.670 -3.279 -1.743
H93 -3.819 -2.884 -4.259
H94 -5.128 -3.931 -4.300
H95 -3.995 -5.743 -5.366
H96 -2.266 -5.948 -4.922
H97 -2.831 -4.511 -5.740
H98 -6.231 -2.094 -2.679
H99 -4.938 -1.336 -2.416
C37 1.371 5.028 1.866
C38 0.661 6.268 2.513
C39 -0.941 6.093 2.427
O10 -1.417 5.954 1.085
C40 -1.266 6.986 0.097
N10 0.979 6.300 3.914
H100 2.439 5.077 2.078
H101 1.139 4.962 0.803
H102 0.963 4.111 2.290
H103 0.889 7.189 1.976
H104 -1.488 6.874 2.956
H105 -1.273 5.195 2.948
H106 -1.564 6.448 -0.802
H107 -0.215 7.253 -0.015
H108 -1.887 7.833 0.390
H109 0.493 5.521 4.335
H110 0.575 7.083 4.408
C41 -3.705 -1.629 -6.782
C42 -5.071 -1.051 -6.493
C43 -4.958 0.140 -5.534
O11 -4.767 -0.335 -4.182
C44 -4.506 0.751 -3.304
N11 -5.520 -0.690 -7.806
H111 -3.020 -1.595 -5.935
H112 -3.130 -1.041 -7.497
H113 -3.696 -2.648 -7.169
H114 -5.789 -1.758 -6.077
H115 -5.892 0.702 -5.518
H116 -4.211 0.862 -5.863
H117 -4.325 0.540 -2.250
H118 -5.302 1.495 -3.315
H119 -3.577 1.231 -3.613
H120 -6.510 -0.508 -7.720
H121 -5.474 -1.624 -8.186
C45 6.662 -0.567 -1.325
C46 5.187 -0.409 -0.988
C47 4.243 -1.169 -1.923
O12 2.856 -0.814 -1.716
C48 2.035 -1.428 -2.672
N12 5.033 -0.805 0.387
H122 6.880 -0.229 -2.338
H123 6.923 -1.625 -1.333
H124 7.235 -0.038 -0.563
H125 5.009 0.651 -1.168
H126 4.349 -2.249 -1.813
H127 4.630 -0.944 -2.917
H128 1.180 -0.754 -2.619
H129 1.701 -2.413 -2.347
H130 2.372 -1.340 -3.705
H131 4.039 -0.788 0.566
H132 5.460 -0.206 1.079
C49 8.708 1.109 1.632
C50 8.223 0.087 2.664
C51 6.867 0.580 3.365
O13 5.956 0.820 2.327
C52 4.673 1.172 2.937
N13 8.058 -1.121 1.899
H133 7.955 1.400 0.899
H134 9.484 0.761 0.951
H135 9.018 2.079 2.019
H136 9.001 -0.007 3.422
H137 7.009 1.445 4.014
H138 6.471 -0.204 4.010
H139 4.782 2.097 3.504
H140 4.279 0.501 3.701
H141 3.919 1.278 2.158
H142 7.653 -1.879 2.429
H143 7.271 -0.978 1.283
C53 1.339 0.579 1.730
C54 0.693 -0.696 1.263
C55 -0.277 -0.284 0.143
O14 -0.869 -1.456 -0.424
C56 -1.749 -1.138 -1.513
N14 1.710 -1.522 0.666
H144 1.779 1.164 0.922
H145 2.106 0.285 2.445
H146 0.668 1.301 2.196
H147 0.170 -1.152 2.103
H148 0.286 0.375 -0.519
H149 -1.159 0.209 0.552
H150 -2.612 -0.613 -1.104
H151 -2.079 -1.977 -2.126
H152 -1.233 -0.445 -2.177
H153 1.168 -2.231 0.194
H154 2.225 -1.049 -0.062

Löwdin atomic charge list, values in e, 2 entries: atom 1 (C): -0.039, atom 2 (C): -0.454



# 4
This record from OMol25 describes a molecular structure, H3N3O2P in a non-equilibrium geometry. The level of theory is ωB97M-V/def2-TZVPD.

Values from the calculation:
multiplicity = 1
HOMO level = -3.62 eV
frontier orbital gap = 8.236 eV
net charge = -1
total energy = -657.9701 a.u.

Element x y z (Å)
N1 -0.593 -0.856 1.371
N2 0.074 0.180 1.550
N3 -0.568 -0.026 -1.331
O1 0.979 2.022 -0.756
O2 2.030 -0.337 -0.735
P1 0.864 0.549 -0.549
H1 -0.693 -1.192 2.399
H2 -0.621 -0.896 -0.692
H3 -1.471 0.556 -1.259

Löwdin atomic charge list, values in e, 2 entries: atom 1 (N): -0.185, atom 2 (N): -0.158



Record-wise relative energy (zero: lowest compared OMol25 entry of this formula, charge and spin) values, in kcal/mol: 65.8; 27.1; 136.5; 42.9